<a>
This record from the Open Molecules 2025 dataset describes C8H6NO5Pt as an isolated structure. The level of theory is wB97M-V/def2-TZVPD.

```
21
Properties=species:S:1:pos:R:3
O -2.10395 -3.84946 -0.04173
C -1.24622 -3.07612 -0.10688
Pt 2.76010 -0.08997 -0.38729
C 1.84722 1.60808 -0.11080
O 1.20261 2.57030 0.07211
C 4.65191 0.03909 -0.69070
O 5.80025 0.11541 -0.88330
C 2.01327 -0.95261 -1.95992
O 1.54812 -1.45662 -2.89855
C 2.46337 -1.18724 1.18653
O 2.25414 -1.82303 2.13674
H 0.10783 -1.99989 -0.21141
C -3.31233 1.26970 0.03828
C -2.04953 1.34399 0.90874
C -0.99790 0.47606 0.45186
N -0.13456 -0.24280 0.13445
H -3.08404 1.65472 -0.96456
H -4.09090 1.89579 0.48179
H -3.69799 0.24438 -0.02903
H -1.66710 2.37465 0.91700
H -2.26432 1.08556 1.95668
```

**Kohn-Sham gap (spin up / spin down)**: 6.3 / 5.1 eV
**Total charge**: +3
**Molecular weight**: 391.22 u
**Multiplicity**: 5
**<S²>**: 6.016
**HOMO energy (spin up / spin down)**: -0.666 / -0.858 hartree

<b>
This record from the Open Molecules 2025 dataset describes C8H6NO5Pt as an isolated structure. The level of theory is wB97M-V/def2-TZVPD.

```
21
Properties=species:S:1:pos:R:3
O -0.03883 3.80700 -1.48832
C -0.06612 2.65117 -1.55940
Pt -0.00288 -0.33800 -2.46199
C -0.00722 -2.08118 -1.75958
O 0.02295 -3.18645 -1.43784
C -0.13910 -1.48077 -4.46429
O -0.12510 -1.27156 -5.61338
C 1.97492 0.01207 -1.84905
O 3.08783 0.07228 -1.57210
C -1.99067 0.02808 -1.98689
O -3.09524 0.02079 -1.66805
H 0.21911 1.67318 -2.19508
C 0.54771 0.35854 3.92776
C -0.50224 -0.33416 3.04748
C -0.23697 -0.15831 1.63823
N -0.06933 -0.03434 0.51607
H 1.54956 -0.04968 3.73046
H 0.30827 0.20355 4.98412
H 0.57028 1.43976 3.72741
H -0.51255 -1.40830 3.24068
H -1.49437 0.07632 3.24377
```

**Kohn-Sham gap (spin up / spin down)**: 5.6 / 5.8 eV
**Total charge**: +3
**Molecular weight**: 391.22 u
**Multiplicity**: 5
**<S²>**: 6.022
**HOMO energy (spin up / spin down)**: -0.660 / -0.891 hartree

<b> ends up most stable, edging out the next structure by 178.5 kJ/mol.

<a>
This record from the Open Molecules 2025 dataset describes a 2-piece molecular cluster, C2H4FPSi overall. The level of theory is wB97M-V/def2-TZVPD.

```
9
Properties=species:S:1:pos:R:3
C -2.44736 1.47333 -2.02717
C -2.03996 0.15748 -2.07597
F 0.66473 1.17246 0.36229
Si 1.32032 -0.07982 -0.36270
P -0.99125 1.39224 -2.85053
H -3.30086 2.11722 -1.85343
H 1.41146 0.48367 -1.85728
H 2.61825 -0.08054 0.39976
H 0.24732 -1.18626 -0.18153
```

**Kohn-Sham gap**: 7.9 eV
**Molecular weight**: 106.11 u
**HOMO energy**: -0.320 hartree

<b>
This record from the Open Molecules 2025 dataset describes a 2-piece molecular cluster, C2H4FPSi overall. The level of theory is wB97M-V/def2-TZVPD.

```
9
Properties=species:S:1:pos:R:3
C 1.03966 0.43073 1.90491
C 0.52465 -0.48284 1.11965
F -0.94561 1.72594 0.64546
Si -0.39380 -0.79967 -1.83354
P -0.79570 0.57529 1.91633
H 1.89654 0.87630 2.29270
H -0.92668 0.58452 -1.49155
H -1.10538 -2.12398 -1.79463
H 0.70632 -0.78629 -2.75931
```

**Kohn-Sham gap (spin up / spin down)**: 6.9 / 5.7 eV
**Molecular weight**: 106.11 u
**HOMO energy (spin up / spin down)**: -0.303 / -0.276 hartree

<a> ends up most stable, edging out the next structure by 180.7 kJ/mol.

<a>
This record from the Open Molecules 2025 dataset describes a 2-piece molecular cluster, C8H13N2O2 overall. The level of theory is wB97M-V/def2-TZVPD.

```
25
Properties=species:S:1:pos:R:3
C -0.31042 -0.87904 -3.72546
C -0.76004 -1.12586 -2.45936
C 0.63706 0.06017 -4.05356
C -0.19986 -0.37205 -1.45921
C 1.22652 0.75005 -3.05046
C 0.80521 0.50685 -1.76005
C -0.84152 -0.44522 3.52727
C 0.10356 -0.46979 2.32399
N 0.47308 0.62837 1.82415
N -1.08414 0.98212 3.82265
O 0.35267 -1.67734 1.91438
O 1.37228 1.20685 -0.69377
H -0.84801 -1.40044 -4.56437
H -1.38623 -1.95635 -2.18105
H 0.86760 0.23303 -5.10588
H -0.36301 -0.57397 -0.38014
H 1.81422 1.71286 -3.18612
H -1.80216 -0.90797 3.26732
H -0.51599 -1.12071 4.36537
H 0.22308 1.50060 2.21383
H 0.90129 0.63846 0.86689
H -1.86325 1.23421 3.21931
H 1.43721 2.17014 -0.81843
H -1.36504 1.09568 4.80510
H 1.12591 -1.79064 1.28757
```

**Kohn-Sham gap**: 9.1 eV
**Total charge**: +1
**Molecular weight**: 169.20 u
**HOMO energy**: -0.450 hartree

<b>
This record from the Open Molecules 2025 dataset describes a 2-piece molecular cluster, C8H13N2O2 overall. The level of theory is wB97M-V/def2-TZVPD.

```
25
Properties=species:S:1:pos:R:3
C 0.60348 1.33586 0.70657
C -0.25735 0.27293 0.59286
C 0.98210 -0.01048 2.45584
C 0.66006 -0.27968 -2.74128
C -0.14474 -1.60158 -2.64178
C -1.20895 0.10006 -1.67363
C 1.28773 -0.45984 3.86848
C -2.43986 0.86865 -1.44219
N 1.34611 1.16965 1.83442
N 0.02212 -0.50910 1.70764
O -0.16411 0.69630 -2.27324
O -1.22556 -1.19902 -1.78608
H 0.85751 2.24891 0.03949
H 1.49745 -0.26860 -1.98604
H 0.94325 -0.04983 -3.79177
H -0.60430 -1.98124 -3.50036
H 0.39907 -2.51611 -2.23823
H 2.03424 0.31617 4.26829
H 0.43252 -0.37153 4.51027
H 1.65160 -1.52084 3.85901
H -3.25844 0.29463 -1.83810
H -2.34232 1.78616 -2.03454
H -2.66546 1.12216 -0.37131
H 2.16828 1.73195 2.32545
H -0.57443 -1.17560 2.15026
```

**Kohn-Sham gap**: 9.4 eV
**Total charge**: +1
**Molecular weight**: 169.20 u
**HOMO energy**: -0.443 hartree

<a> ends up most stable, edging out the next structure by 218.7 kJ/mol.

<a>
This record from the Open Molecules 2025 dataset describes an isolated ion of composition C4H3O2 and charge +1. The level of theory is wB97M-V/def2-TZVPD.

```
9
Properties=species:S:1:pos:R:3
C -0.10181 0.22936 0.28031
C 1.20049 -0.11315 0.36712
C -0.81743 1.44478 -0.23304
C 2.36457 0.54588 0.14726
O 3.32403 1.04966 -0.16474
O -1.22749 2.48074 0.17845
H -0.95735 -0.40587 0.55705
H 1.27258 -1.19858 0.72886
H -1.07281 1.08826 -1.33996
```

**Kohn-Sham gap (spin up / spin down)**: 8.1 / 8.1 eV
**Total charge**: +1
**Molecular weight**: 83.07 u
**HOMO energy (spin up / spin down)**: -0.563 / -0.563 hartree

<b>
This record from the Open Molecules 2025 dataset describes an isolated ion of composition C4H3O2 and charge +1. The level of theory is wB97M-V/def2-TZVPD.

```
9
Properties=species:S:1:pos:R:3
C -0.13925 0.05271 0.83111
C 0.51772 0.61340 -1.37906
C -0.68210 0.36294 -0.66837
C 0.78596 -0.21169 -0.25778
O -0.83531 -0.94733 1.42667
O -0.01400 -0.74251 -1.31881
H 0.17710 1.03198 1.27350
H 0.99995 1.05179 -2.24772
H -0.81006 -1.21127 2.34045
```

**Kohn-Sham gap**: 11.5 eV
**Total charge**: +1
**Molecular weight**: 83.07 u
**HOMO energy**: -0.635 hartree

<a> ends up most stable, edging out the next structure by 440.4 kJ/mol.

<a>
This record from the Open Molecules 2025 dataset describes C36H55N11O4PTeY as an isolated structure. The level of theory is wB97M-V/def2-TZVPD.

```
109
Properties=species:S:1:pos:R:3
Y -0.01654 -0.48500 0.72233
C 3.69696 -2.16949 -1.57547
C 2.47065 -1.45278 -1.10554
N 2.29329 -0.92615 0.04298
C 3.36433 -0.76004 1.00816
C 2.84294 -0.75699 2.44832
N 1.60346 0.02197 2.65446
C 1.79181 1.46274 2.93044
C 1.74699 2.30171 1.65766
N 0.58057 1.95008 0.82896
C -0.49198 2.96125 0.79459
C -1.60267 2.54887 -0.21495
N -1.19820 1.31735 -0.85043
C -1.43806 0.99152 -2.05391
C -2.40046 1.65779 -2.98369
C -0.58347 -0.13123 -2.55340
C -0.72276 -0.75673 -3.78634
C 0.19881 -1.73592 -4.12641
C 1.24777 -2.03170 -3.26955
C 1.34043 -1.33073 -2.07268
N 0.42484 -0.42760 -1.73770
H 4.57664 -1.90644 -0.99701
H 3.90902 -1.97757 -2.62513
H 3.52800 -3.24406 -1.46144
H 3.83896 0.20031 0.77717
H 4.13388 -1.53059 0.94495
H 3.64240 -0.39588 3.10256
H 2.61735 -1.78907 2.72599
H 1.17949 -0.37451 3.48715
H 2.73548 1.64524 3.45346
H 0.98047 1.78378 3.58705
H 2.63557 2.09932 1.06094
H 1.75280 3.36150 1.92768
H 0.94319 1.90233 -0.12984
H -0.07989 3.92722 0.48696
H -0.91329 3.08371 1.79232
H -1.74067 3.34882 -0.94531
H -2.55197 2.41271 0.30884
H -3.06980 2.32847 -2.45142
H -3.00168 0.90720 -3.49624
H -1.86549 2.22786 -3.74648
H -1.51946 -0.50441 -4.47097
H 0.11044 -2.25428 -5.07170
H 1.95847 -2.80158 -3.53458
C -3.75867 -1.31129 0.38391
C -3.35541 -0.47220 1.54453
N -2.18267 0.12584 1.68461
C -2.22493 0.78079 2.90153
C -3.42659 0.56722 3.48736
N -4.13383 -0.23048 2.61853
C -5.51738 -0.63487 2.85896
N -6.27835 0.50094 3.26784
N -6.77196 0.60368 4.53503
N -7.25463 1.75985 4.70576
C -7.07954 2.50471 3.55730
C -7.40088 3.82713 3.25358
C -7.03242 4.29355 2.01109
C -6.36695 3.47817 1.08146
C -6.05651 2.16259 1.35785
C -6.43146 1.69262 2.61414
H -2.93354 -1.38174 -0.32259
H -4.62407 -0.88483 -0.12800
H -4.01898 -2.32018 0.70722
H -1.39291 1.35139 3.27944
H -3.83642 0.90654 4.42312
H -5.55853 -1.35806 3.67339
H -5.92452 -1.07752 1.95021
H -7.91023 4.45531 3.97048
H -7.26342 5.31251 1.73276
H -6.09185 3.89853 0.12289
H -5.56092 1.52656 0.63415
O 2.47091 1.73597 -1.29463
C 3.06223 2.53069 -2.01911
C 3.86509 3.68875 -1.50549
C 5.30310 3.11272 -1.36542
C 5.86196 2.30075 -2.55356
C 5.17339 0.94431 -2.82132
C 3.89929 1.05699 -3.68532
N 3.21998 2.31743 -3.36542
H 3.51583 4.03719 -0.53499
H 3.85586 4.52150 -2.20992
H 5.32948 2.47087 -0.47992
H 5.97630 3.95110 -1.18514
H 6.90532 2.08898 -2.31797
H 5.86050 2.90758 -3.46382
H 4.90806 0.49546 -1.85967
H 5.87758 0.27421 -3.31679
H 3.21650 0.23130 -3.48923
H 4.13680 1.06369 -4.74726
H 3.64592 3.10176 -3.83555
C 3.59051 -4.66801 1.36340
C 2.09917 -4.61430 1.61054
O 1.50777 -3.66711 0.68525
P -0.10629 -3.51849 0.72234
O -0.44138 -2.46571 -0.32185
Te -0.69108 -2.69900 2.85961
O -0.62620 -4.94446 0.26334
C -0.22855 -5.43238 -1.04837
C -1.25859 -5.09719 -2.10968
H 4.03862 -5.46520 1.95347
H 4.06402 -3.72793 1.64724
H 3.78374 -4.86111 0.30836
H 1.87806 -4.29773 2.63343
H 1.63931 -5.59344 1.46125
H -0.11720 -6.50868 -0.93252
H 0.74180 -5.00271 -1.31099
H -2.18182 -5.64972 -1.94380
H -0.85945 -5.36393 -3.08846
H -1.47759 -4.02994 -2.09132
```

**Kohn-Sham gap**: 7.3 eV
**Total charge**: +2
**Molecular weight**: 953.39 u
**HOMO energy**: -0.468 hartree

<b>
This record from the Open Molecules 2025 dataset describes C36H55N11O4PTeY as an isolated structure. The level of theory is wB97M-V/def2-TZVPD.

```
109
Properties=species:S:1:pos:R:3
Y -1.02059 -0.16711 -0.51310
C 1.10600 -4.31916 0.06887
C 0.70960 -2.89445 -0.12965
N -0.43106 -2.41555 0.20638
C -1.45457 -3.24812 0.83751
C -2.82665 -2.56717 0.83201
N -2.73005 -1.11995 1.07157
C -2.43400 -0.74628 2.46560
C -2.25443 0.75927 2.54441
N -1.21424 1.16343 1.59115
C -1.05118 2.62307 1.45275
C -0.34828 2.97159 0.12435
N 0.40018 1.80014 -0.29585
C 1.63184 1.76474 -0.60127
C 2.55083 2.92918 -0.78097
C 2.21469 0.38207 -0.72167
C 3.56634 0.14024 -0.89735
C 4.01991 -1.16844 -0.79867
C 3.12157 -2.19494 -0.56972
C 1.77011 -1.88434 -0.48845
N 1.36069 -0.62028 -0.50986
H 1.43601 -4.45942 1.10302
H 1.91688 -4.60664 -0.59431
H 0.27337 -4.99373 -0.11356
H -1.13662 -3.43941 1.86712
H -1.55261 -4.22245 0.35670
H -3.45299 -3.07314 1.57338
H -3.29439 -2.69148 -0.14453
H -3.61385 -0.69064 0.81390
H -1.51504 -1.24971 2.77733
H -3.22858 -1.07007 3.14427
H -2.00827 1.05179 3.56988
H -3.18791 1.26095 2.27645
H -0.30982 0.86282 1.98281
H -0.46893 3.00853 2.29401
H -2.03047 3.10026 1.48598
H 0.26506 3.86223 0.25733
H -1.09157 3.18089 -0.64833
H 2.02078 3.87598 -0.79411
H 3.08326 2.82796 -1.72755
H 3.29852 2.95042 0.01517
H 4.26136 0.94790 -1.07303
H 5.07549 -1.38559 -0.89077
H 3.47240 -3.21217 -0.48564
C 2.40341 2.96138 3.56256
C 2.09984 1.50664 3.68244
N 1.49735 0.77968 2.76477
C 1.42313 -0.49851 3.28898
C 1.98851 -0.53480 4.52083
N 2.42414 0.74796 4.76202
C 3.11248 1.16887 5.97120
N 4.35623 0.47279 6.11532
N 4.63679 -0.13536 7.30341
N 5.81671 -0.60304 7.26933
C 6.37377 -0.30764 6.03728
C 7.63671 -0.60707 5.52238
C 7.91046 -0.17858 4.24444
C 6.95274 0.52595 3.48646
C 5.70115 0.82333 3.98065
C 5.43709 0.39471 5.28546
H 2.12224 3.29050 2.56415
H 3.46434 3.17117 3.70608
H 1.84703 3.55491 4.29002
H 0.99555 -1.31684 2.72886
H 2.15000 -1.33062 5.22830
H 2.51995 0.91725 6.84849
H 3.25298 2.24836 5.93322
H 8.36015 -1.14975 6.11497
H 8.87828 -0.38060 3.80659
H 7.21477 0.84450 2.48562
H 4.97289 1.35616 3.38377
O -2.93962 0.94895 -1.00698
C -3.84011 1.27629 -1.82198
C -4.20124 2.71588 -2.02859
C -3.84131 3.19576 -3.44689
C -4.88224 2.84589 -4.50698
C -5.05691 1.35117 -4.75774
C -5.50873 0.57301 -3.52925
N -4.43705 0.35126 -2.55114
H -3.66076 3.28676 -1.27601
H -5.27009 2.85748 -1.84276
H -2.86593 2.78394 -3.72757
H -3.72088 4.27864 -3.41224
H -4.60640 3.33300 -5.44304
H -5.84656 3.27308 -4.21251
H -4.12542 0.91363 -5.13056
H -5.80815 1.20710 -5.53637
H -5.86658 -0.41467 -3.81359
H -6.34001 1.07943 -3.03365
H -4.05740 -0.57901 -2.45685
C -2.76292 -4.20400 -2.54129
C -3.12188 -2.79191 -2.94975
O -2.18029 -1.79179 -2.47603
P -0.95415 -1.26649 -3.47014
O -0.60542 -0.00363 -2.68610
Te 0.70523 -2.86585 -3.79027
O -1.76307 -0.83378 -4.75820
C -1.42044 -1.14653 -6.13970
C -0.87776 0.08595 -6.81702
H -3.40364 -4.90273 -3.08063
H -2.91607 -4.37590 -1.47580
H -1.72870 -4.42332 -2.80016
H -4.09741 -2.51311 -2.54036
H -3.18676 -2.70812 -4.03488
H -2.34585 -1.49361 -6.59624
H -0.69725 -1.96111 -6.14495
H -1.59294 0.90703 -6.76781
H -0.67890 -0.13429 -7.86619
H 0.05622 0.40097 -6.35090
```

**Kohn-Sham gap**: 6.5 eV
**Total charge**: +2
**Molecular weight**: 953.39 u
**HOMO energy**: -0.443 hartree

<b> ends up most stable, edging out the next structure by 113.2 kJ/mol.

<a>
This record from the Open Molecules 2025 dataset describes a 2-piece molecular cluster, CH3NO2P overall. The level of theory is wB97M-V/def2-TZVPD.

```
8
Properties=species:S:1:pos:R:3
C -1.53366 0.03576 -0.29964
N -1.67630 -0.76308 0.60343
O -1.58260 0.57225 -1.38001
O 0.44447 0.76178 0.71314
P 1.06631 -0.08793 -0.40145
H -0.91302 -0.65733 1.26394
H 2.13633 -0.71273 0.38028
H 2.05849 0.85128 -0.87970
```

**Kohn-Sham gap**: 7.3 eV
**Total charge**: -1
**Molecular weight**: 92.01 u
**HOMO energy**: -0.108 hartree

<b>
This record from the Open Molecules 2025 dataset describes a 2-piece molecular cluster, CH3NO2P overall. The level of theory is wB97M-V/def2-TZVPD.

```
8
Properties=species:S:1:pos:R:3
C 1.86673 -0.08734 0.06470
N -0.60713 0.64549 -0.85558
O 1.75538 -1.20738 -0.11630
O 2.08454 1.04147 0.09943
P -1.62280 -0.12778 0.17572
H -1.29862 0.92129 -1.50408
H -1.28082 0.25523 1.63407
H -0.89727 -1.44097 0.50206
```

**Kohn-Sham gap**: 6.6 eV
**Total charge**: -1
**Molecular weight**: 92.01 u
**HOMO energy**: -0.103 hartree

<a> ends up most stable, edging out the next structure by 18.6 kJ/mol.